# 1
Computed, not measured: a cluster of 7 separate species, C28H56BBr12F3N7O2 in total, with the ωB97M-V functional and the def2-TZVPD basis.

The geometry in ORCA input format:
```
! RIJCOSX wB97M-V def2-TZVPD def2/J DEFGRID3
* xyz 1 1
Br 7.60 -0.72 8.77
Br -3.37 -6.76 2.78
Br -5.32 -3.53 3.10
Br -4.56 1.51 -4.73
Br -2.37 3.51 -6.87
Br 2.55 -0.97 1.84
Br 6.72 -3.00 -2.77
Br -7.21 -1.37 0.85
Br 5.98 1.36 6.19
Br 4.44 -4.71 -0.48
Br 5.98 -2.14 2.35
Br -1.18 -4.30 4.39
F 2.61 3.84 -1.75
F 0.72 3.58 -4.75
F 3.28 3.48 -3.85
O 1.87 -0.70 -2.06
O -2.03 -0.12 0.92
N -3.61 -1.93 0.31
N -1.51 1.51 -1.65
N -0.43 -0.55 -1.97
N 1.04 2.45 3.26
N 0.48 2.60 1.04
N -0.64 3.98 2.65
N -2.74 -0.36 -2.34
C -1.08 2.25 -2.88
C 6.03 -0.58 6.38
C -4.70 1.86 -6.64
C 0.97 3.57 -3.42
C -1.12 4.87 1.57
C 4.54 -0.38 -3.63
C -2.61 4.63 1.24
C 0.33 3.01 2.37
C 3.11 -0.21 -1.52
C -3.35 1.88 -7.29
C -3.47 0.26 -1.20
C -6.97 -3.91 2.14
C -1.50 0.16 -2.02
C -0.22 3.47 -2.54
C -2.91 1.71 -1.26
C -3.22 2.52 -0.02
C 4.23 -4.35 -2.37
C -2.31 -6.94 4.39
C 3.85 0.54 -2.62
C 5.54 -4.51 -3.11
C -2.91 4.02 -0.14
C 0.83 0.02 -1.50
C 2.24 3.63 -3.02
C 3.85 -0.45 3.20
C 5.23 -0.37 2.62
C -6.94 -3.29 0.77
C -2.32 -5.66 5.19
C 5.93 -1.00 7.82
B -3.00 -0.61 0.07
H -1.06 5.89 1.93
H 5.18 -0.95 5.82
H -2.97 3.97 2.02
H 6.08 -5.40 -2.82
H -4.28 2.41 0.14
H -3.98 -1.89 1.26
H 4.53 1.27 -2.20
H -2.12 4.22 -0.85
H 0.09 3.48 -1.51
H -0.50 4.83 0.68
H 5.91 0.13 3.31
H -3.48 2.19 -2.06
H -0.82 4.36 -2.73
H 1.14 1.83 1.08
H -0.50 -1.52 -2.24
H 4.60 0.16 -4.56
H 0.79 2.78 4.19
H 3.83 -3.34 -2.46
H -3.45 1.86 -8.37
H -1.93 2.58 -3.46
H -7.02 -4.99 2.07
H 5.25 0.14 1.66
H 0.86 1.09 -1.69
H -3.31 -5.23 5.28
H 3.52 0.52 3.56
H -1.31 -7.23 4.08
H 0.93 3.33 0.51
H -7.78 -3.55 2.75
H 3.08 1.06 -3.17
H -5.23 2.80 -6.74
H -2.33 -0.17 1.84
H 2.87 0.51 -0.75
H -0.28 4.53 3.42
H -1.91 -5.84 6.19
H -3.80 4.52 -0.51
H 6.95 -0.92 5.91
H -2.76 -7.75 4.96
H -5.99 -3.44 0.26
H 5.54 -0.67 -3.31
H -2.72 1.05 -6.97
H 3.68 -1.04 -1.12
H -0.51 1.59 -3.53
H 0.84 -0.12 -0.42
H -4.56 0.22 -1.24
H -3.15 5.56 1.35
H 3.77 -1.18 4.00
H 3.90 -1.24 -3.80
H 5.37 -4.51 -4.19
H -7.75 -3.67 0.15
H -5.31 1.06 -7.04
H 5.16 -0.45 8.36
H 5.73 -2.07 7.89
H 3.50 -5.06 -2.73
H -2.82 -2.57 0.42
H -2.72 2.14 0.86
H -3.08 -0.04 -3.25
*
```

Calculated values
Gap between HOMO and LUMO: 0.31322 Ha

Löwdin atomic charge list, values in e, 2 entries: 0.62 0.58

=====

# 2
Computed, not measured: a cluster of 2 separate species, C4H2BrP in total, with the ωB97M-V functional and the def2-TZVPD basis.

The geometry in ORCA input format:
```
! RIJCOSX wB97M-V def2-TZVPD def2/J DEFGRID3
* xyz 0 1
Br 4.26 0.46 0.40
P 3.24 -0.13 -1.38
C 2.44 -1.49 -0.60
C 0.80 1.79 -0.60
C 1.90 -2.39 0.02
C 0.09 2.46 0.19
H -0.51 3.32 0.37
H 1.29 -2.99 0.61
*
```

Calculated values
Gap between HOMO and LUMO (alpha / beta): 0.20711 / 0.20708 Ha

Löwdin atomic charge list, values in e, 2 entries: 0.30 0.55

=====

# 3
Computed, not measured: a cluster of 4 separate species, C13H37O16P3S in total, with the ωB97M-V functional and the def2-TZVPD basis.

The geometry in ORCA input format:
```
! RIJCOSX wB97M-V def2-TZVPD def2/J DEFGRID3
* xyz 0 1
S 3.42 0.19 4.93
P -3.20 -1.82 -0.34
P -5.57 3.10 -5.29
P 8.75 -2.65 2.64
O -3.66 -3.33 -0.15
O -4.99 2.08 -4.40
O -1.74 -1.61 -0.23
O 7.37 -3.44 2.75
O -4.75 4.46 -5.34
O 8.61 -1.48 3.70
O 2.46 1.40 4.31
O -5.72 2.66 -6.82
O -1.65 0.93 3.76
O 8.63 -1.93 1.22
O -7.05 3.57 -4.91
O -4.07 -1.00 0.72
O 4.76 0.83 5.14
O 9.96 -3.48 2.81
O -3.84 -1.41 -1.73
O 3.70 -1.02 3.82
C 2.41 1.44 2.87
C -0.45 0.32 4.29
C 9.71 -1.09 0.81
C -4.53 2.21 -7.48
C -8.04 2.54 -4.79
C 1.11 0.81 2.25
C -5.18 5.51 -6.22
C -3.60 -0.07 -2.19
C 7.21 -4.57 1.90
C 0.42 -0.28 3.13
C -5.05 -3.65 -0.16
C 7.50 -0.57 3.60
C -3.76 -1.18 2.10
H 8.07 -5.24 1.97
H 3.31 1.03 2.37
H 10.61 -1.27 1.41
H -3.74 1.97 -6.78
H -5.37 -3.88 0.85
H -3.75 -0.21 2.59
H 7.07 -4.25 0.87
H -1.53 1.87 3.93
H 9.41 -0.05 0.92
H -2.78 -1.65 2.24
H -0.31 -0.80 2.46
H -4.19 2.99 -8.16
H 0.36 1.60 2.03
H 6.73 -0.93 2.92
H 3.08 -1.73 4.06
H -3.93 0.01 -3.22
H -4.49 5.57 -7.06
H 0.09 1.06 4.90
H -6.19 5.35 -6.59
H 1.10 -1.06 3.51
H 1.40 0.33 1.29
H 2.39 2.52 2.59
H 7.88 0.39 3.23
H 6.32 -5.11 2.22
H -7.68 1.74 -4.14
H -0.80 -0.52 4.94
H -8.29 2.14 -5.77
H 9.94 -1.29 -0.23
H -8.93 2.98 -4.35
H -4.17 0.64 -1.58
H -2.54 0.16 -2.15
H -5.20 -4.53 -0.79
H -4.53 -1.81 2.56
H 7.07 -0.42 4.58
H -5.65 -2.83 -0.55
H -4.78 1.32 -8.06
H -5.15 6.45 -5.67
*
```

Calculated values
Gap between HOMO and LUMO: 0.38761 Ha

Löwdin atomic charge list, values in e, 2 entries: 0.95 0.36

=====

# 4
Computed, not measured: a structure of composition C31H32AsN4S3Ti, with the ωB97M-V functional and the def2-TZVPD basis.

The geometry in ORCA input format:
```
! RIJCOSX wB97M-V def2-TZVPD def2/J DEFGRID3
* xyz -1 1
As -3.10 -0.31 2.95
Ti 0.62 -0.19 -0.22
S 2.91 0.89 -0.54
S -0.91 -1.61 0.25
S 2.08 -2.22 -0.29
N 0.36 0.71 1.91
N 5.47 -3.60 -0.86
N 1.92 -2.14 -3.38
N 6.54 0.29 -1.05
C -0.40 1.81 4.37
C 0.61 0.03 3.08
C -3.49 0.90 1.45
C 0.17 1.99 -0.44
C -0.79 4.66 -0.51
C 4.73 -2.73 -0.70
C -0.63 2.46 3.20
C -0.20 4.09 -1.63
C 4.07 -0.38 -0.63
C -0.19 -0.03 -2.31
C 3.74 -1.70 -0.54
C -0.35 2.62 0.70
C -4.13 -1.83 2.27
C 1.14 -1.39 5.45
C 1.25 -1.23 3.04
C 0.25 0.55 4.34
C -4.50 0.39 4.15
C 3.26 -2.67 -3.71
C -1.55 0.35 -2.38
C -1.57 0.51 -4.78
C -0.25 0.11 -4.77
C 0.53 -0.17 5.52
C 1.51 -1.92 4.20
C 0.42 -0.16 -3.57
C -0.22 1.89 1.97
C 5.44 -0.01 -0.86
C -0.86 3.93 0.66
C -2.22 0.61 -3.55
C 0.26 2.78 -1.59
C 1.83 -0.67 -3.69
C 0.84 -2.96 -3.98
H 0.68 2.36 -2.50
H -3.59 -2.23 1.41
H -4.57 0.97 1.28
H -2.08 0.73 -5.71
H -0.10 4.66 -2.55
H 4.01 -1.99 -3.31
H -5.13 -1.52 1.97
H 3.35 -2.74 -4.79
H -4.20 -2.60 3.03
H 1.83 -2.20 -2.35
H 1.01 -4.00 -3.70
H -1.18 5.67 -0.55
H -4.60 -0.27 5.02
H 1.52 -1.66 2.09
H 2.50 -0.18 -2.98
H 2.21 -0.55 -4.71
H 0.87 -2.85 -5.06
H 1.99 -2.88 4.14
H 0.24 0.26 6.47
H -1.30 4.39 1.53
H 3.38 -3.65 -3.25
H -3.00 0.49 0.57
H -3.09 1.90 1.65
H -2.10 0.46 -1.45
H -1.13 3.42 3.21
H -5.46 0.46 3.64
H 1.35 -1.95 6.36
H -0.11 -2.63 -3.59
H 0.29 0.01 -5.71
H -0.70 2.23 5.32
H -3.26 0.91 -3.52
H -4.21 1.38 4.51
*
```

Calculated values
Gap between HOMO and LUMO: 0.26198 Ha

Löwdin atomic charge list, values in e, 2 entries: 1.06 0.14